Entry 1:
Entry from the OMol25 dataset: a structure of composition C14H25N5RuS2 at a distorted geometry (ωB97M-V/def2-TZVPD).

HOMO level (spin up / spin down): -17.59 / -17.87 eV
Kohn-Sham gap (spin up / spin down): 0.2597 / 0.1542 Eh
⟨S²⟩: 8.8019
2S+1: 6
electronic energy: -46592.894 eV
charge: +3

Structure (XYZ):
```
47
C14H25N5RuS2 (ωB97M-V/def2-TZVPD)
Ru 1.21 0.01 -0.52
S -0.05 -2.09 -0.75
S -0.13 2.02 -0.68
C 1.59 -2.75 -0.97
C -0.73 -2.38 -2.37
C -0.22 -1.22 -3.18
N -0.28 -0.03 -2.31
C -0.26 1.16 -3.16
C -0.77 2.31 -2.33
H -1.82 -2.38 -2.25
H -0.44 -3.39 -2.70
H -0.79 -1.12 -4.13
H 0.84 -1.34 -3.41
H -0.85 1.07 -4.10
H 0.79 1.31 -3.42
H -1.87 2.31 -2.23
H -0.47 3.32 -2.64
C 1.50 2.72 -0.90
H -1.19 -0.05 -1.72
H 1.94 2.26 -1.79
H 2.08 2.48 -0.02
H 1.38 3.80 -1.00
H 2.20 -2.39 -0.13
H 1.99 -2.37 -1.91
H 1.52 -3.85 -0.96
C -3.71 -0.01 0.06
C -3.42 0.01 1.37
H -3.76 -0.97 -0.45
H -3.85 0.93 -0.48
H -3.17 -0.94 1.89
H -3.28 0.97 1.91
N 1.24 1.59 3.71
C 0.74 2.80 3.29
C 0.47 2.64 1.96
N 1.02 1.45 1.50
C 1.35 0.76 2.59
C 1.38 -0.68 2.58
N 1.08 -1.34 1.45
C 0.48 -2.53 1.86
C 0.76 -2.73 3.21
N 1.27 -1.56 3.65
H 1.64 1.36 4.61
H 0.63 3.65 3.90
H -0.18 3.28 1.38
H -0.19 -3.11 1.26
H 0.64 -3.63 3.78
H 1.65 -1.34 4.55
```

natural (NBO) atomic charge list, values in e, 6 entries: 1.0211, 0.3403, 0.3529, -0.7853, -0.5561, -0.2490


Entry 2:
Entry from the OMol25 dataset: a structure of composition C14H26AlFNO6S at a distorted geometry (ωB97M-V/def2-TZVPD).

HOMO level: -5.17 eV
Kohn-Sham gap: 0.2623 Eh
electronic energy: -48862.687 eV
charge: -1

Structure (XYZ):
```
50
C14H26AlFNO6S (ωB97M-V/def2-TZVPD)
C 3.82 -1.36 -0.95
C 3.24 -2.21 -2.17
O 4.09 -2.69 -2.97
O 1.88 -2.49 -2.42
C 0.99 -1.45 -1.90
C 1.15 -0.03 -2.69
C -0.33 0.50 -3.00
C -0.92 1.55 -1.95
C -0.67 1.22 -0.40
C -1.94 0.64 0.40
Al -2.96 -0.87 -0.53
C -4.91 -0.26 -0.95
O -5.17 0.97 -0.97
N -5.91 -1.36 -1.17
C -6.74 -1.13 -2.36
O -7.73 -0.39 -2.37
F -6.34 -1.85 -3.53
H 3.12 -1.44 -0.04
H 4.83 -1.79 -0.67
H 3.87 -0.27 -1.29
H 1.13 -1.33 -0.76
H -0.08 -1.87 -2.02
H 1.69 0.71 -2.01
H 1.75 -0.25 -3.65
H -0.26 1.06 -4.01
H -1.06 -0.37 -3.21
H -2.07 1.54 -2.10
H -0.59 2.63 -2.19
H -0.41 2.23 0.10
H 0.21 0.54 -0.18
H -2.62 1.49 0.77
H -1.51 0.17 1.38
H -2.23 -1.52 -1.78
H -3.14 -2.06 0.55
H -6.48 -1.53 -0.33
C 3.05 1.34 4.24
C 2.00 0.28 4.56
C 0.87 0.43 3.54
S 1.61 1.11 2.07
O 1.07 2.44 1.86
O 1.62 0.11 1.03
C 3.26 1.27 2.73
H 3.99 1.16 4.78
H 2.68 2.33 4.52
H 2.45 -0.72 4.47
H 1.63 0.37 5.58
H 0.41 -0.53 3.30
H 0.11 1.13 3.89
H 3.74 2.16 2.32
H 3.82 0.38 2.45
```

natural (NBO) atomic charge list, values in e, 6 entries: -0.7466, 0.7921, -0.6094, -0.5094, -0.1149, -0.4547


Entry 3:
Entry from the OMol25 dataset: a structure of composition C14H26Cl2O3Sn at a distorted geometry (ωB97M-V/def2-TZVPD).

HOMO level: 0.24 eV
Kohn-Sham gap: 0.1487 Eh
electronic energy: -51957.945 eV
charge: -2

Structure (XYZ):
```
46
C14H26Cl2O3Sn (ωB97M-V/def2-TZVPD)
C -2.84 -0.83 -0.37
C -2.51 -1.61 0.78
C -1.64 -2.67 0.34
C -2.94 -1.41 2.17
C -1.44 -2.52 -1.07
C -2.18 -1.38 -1.50
C -2.25 -0.87 -2.88
C -3.76 0.33 -0.41
C -1.08 -3.72 1.20
C -0.64 -3.41 -1.92
Sn 1.17 0.18 1.10
Cl 1.50 -1.21 2.79
Cl -0.57 1.68 1.16
O 0.73 -0.50 -0.69
H -3.75 -0.66 2.20
H -2.12 -1.02 2.79
H -3.29 -2.33 2.60
H -0.73 -3.31 2.16
H -0.23 -4.21 0.71
H -1.83 -4.49 1.43
H 0.20 -3.84 -1.36
H -0.25 -2.86 -2.78
H -1.24 -4.25 -2.31
H -1.35 -1.14 -3.44
H -2.34 0.23 -2.87
H -3.12 -1.27 -3.41
H -3.94 0.72 0.60
H -4.73 0.05 -0.86
H -3.32 1.13 -1.02
H 1.44 -1.03 -1.07
O 0.29 3.14 -2.83
H 0.65 2.24 -3.03
C 4.43 2.68 -0.15
C 3.22 2.56 0.78
C 3.76 2.64 2.21
C 2.20 3.68 0.50
O 2.70 1.29 0.61
H 5.00 3.58 0.10
H 4.13 2.75 -1.20
H 5.09 1.82 -0.02
H 4.34 3.56 2.34
H 2.94 2.62 2.94
H 4.41 1.77 2.39
H 1.72 3.55 -0.48
H 1.42 3.69 1.27
H 2.72 4.66 0.52
```

natural (NBO) atomic charge list, values in e, 6 entries: -0.1168, -0.1502, -0.1873, -0.6178, -0.0571, -0.1293


Entry 4:
Entry from the OMol25 dataset: a cluster of 2 separate species, C14H26Cl4N3O in total at a distorted geometry (ωB97M-V/def2-TZVPD).

HOMO level: -12.40 eV
Kohn-Sham gap: 0.3493 Eh
electronic energy: -71540.248 eV
charge: +1

Structure (XYZ):
```
48
C14H26Cl4N3O (ωB97M-V/def2-TZVPD)
C -3.66 -1.78 -0.09
O -3.72 -0.95 -1.22
C -2.45 -0.47 -1.63
C -1.68 -1.50 -2.43
C -0.37 -0.89 -2.95
C 0.80 -1.86 -2.97
C 1.16 -2.44 -1.60
C 2.46 -1.91 -1.01
N 2.28 -0.69 -0.19
C 3.25 0.21 0.17
N 2.77 1.17 0.88
N 1.45 0.90 0.98
C 0.50 1.75 1.69
C 0.17 3.02 0.88
C 0.17 2.76 -0.64
C -1.19 3.56 1.27
C 1.16 -0.21 0.35
H -3.40 -2.80 -0.35
H -2.96 -1.42 0.67
H -4.64 -1.82 0.39
H -2.64 0.42 -2.21
H -1.89 -0.17 -0.73
H -2.31 -1.74 -3.27
H -1.52 -2.38 -1.82
H -0.55 -0.59 -3.98
H -0.15 0.04 -2.42
H 1.66 -1.37 -3.43
H 0.54 -2.68 -3.63
H 0.35 -2.37 -0.88
H 1.34 -3.50 -1.72
H 3.16 -1.65 -1.80
H 2.90 -2.66 -0.37
H 4.29 0.13 -0.09
H -0.39 1.17 1.90
H 0.94 2.04 2.63
H 0.97 3.72 1.07
H 1.16 2.53 -1.02
H -0.49 1.92 -0.84
H -0.24 3.63 -1.13
H -1.37 4.45 0.68
H -1.26 3.85 2.31
H -1.96 2.85 0.99
H 0.18 -0.63 0.31
C 1.04 -0.34 5.46
Cl -0.50 0.41 5.01
Cl 2.22 -0.05 4.17
Cl 1.63 0.38 6.96
Cl 0.82 -2.07 5.68
```

natural (NBO) atomic charge list, values in e, 6 entries: -0.2511, -0.5243, -0.0386, -0.4425, -0.4017, -0.3998


Entry 5:
Entry from the OMol25 dataset: a structure of composition C14H26F12N4NiO11S4 at a distorted geometry (ωB97M-V/def2-TZVPD).

HOMO level (spin up / spin down): -10.27 / -10.36 eV
Kohn-Sham gap (spin up / spin down): 0.3794 / 0.3581 Eh
relative energy (zero: lowest compared OMol25 entry of this formula, charge and spin): 8.0 kcal/mol
⟨S²⟩: 2.0039
2S+1: 3
electronic energy: -160414.254 eV

Structure (XYZ):
```
72
C14H26F12N4NiO11S4 (ωB97M-V/def2-TZVPD)
Ni 17.02 -0.98 -21.05
C 14.14 -4.31 -20.48
F 14.35 -4.12 -21.76
F 12.86 -4.48 -20.23
F 14.79 -5.41 -20.10
S 14.75 -2.88 -19.37
O 13.64 -2.58 -18.54
O 15.96 -3.34 -18.76
N 15.15 -1.55 -20.38
S 13.78 -0.94 -20.98
O 14.15 0.04 -21.97
O 12.75 -1.85 -21.33
C 13.09 0.17 -19.57
F 11.82 -0.14 -19.39
F 13.76 0.07 -18.43
F 13.16 1.45 -19.97
C 15.32 -0.14 -24.97
F 15.77 1.02 -24.48
F 14.03 -0.24 -24.74
F 15.57 -0.16 -26.27
S 16.20 -1.63 -24.17
O 15.21 -2.30 -23.37
O 16.77 -2.39 -25.23
N 17.36 -1.01 -23.06
S 18.60 -0.34 -23.83
O 18.47 -0.07 -25.23
O 19.16 0.72 -23.03
C 19.90 -1.69 -23.78
F 19.52 -2.77 -24.46
F 21.04 -1.24 -24.29
F 20.09 -2.07 -22.50
C 18.08 -1.28 -18.09
C 19.04 -1.59 -19.24
C 18.79 -2.92 -19.95
O 17.72 -2.89 -20.87
C 17.57 -4.13 -21.54
N 18.91 -0.49 -20.26
H 17.06 -1.10 -18.44
H 18.40 -0.44 -17.48
H 17.96 -2.15 -17.44
H 20.05 -1.62 -18.83
H 18.64 -3.67 -19.16
H 19.71 -3.20 -20.47
H 17.21 -4.90 -20.85
H 18.48 -4.43 -22.05
H 16.78 -4.02 -22.28
H 19.82 -0.47 -20.71
H 18.88 0.39 -19.74
C 19.96 2.45 -18.32
O 18.79 1.80 -18.78
C 17.65 2.62 -18.81
C 16.44 1.82 -19.26
N 16.48 1.18 -20.61
C 17.02 2.14 -21.61
C 16.23 3.42 -21.80
O 14.88 3.08 -22.02
C 14.11 4.23 -22.30
H 19.83 2.78 -17.28
H 20.17 3.32 -18.95
H 20.78 1.74 -18.35
H 17.82 3.49 -19.46
H 17.41 2.95 -17.79
H 15.57 2.47 -19.23
H 16.29 1.04 -18.51
H 15.51 1.25 -20.92
H 16.98 1.62 -22.56
H 18.08 2.35 -21.47
H 16.64 4.04 -22.60
H 16.33 4.02 -20.88
H 14.13 4.48 -23.37
H 14.37 5.07 -21.65
H 13.06 4.04 -22.06
```

Löwdin atomic charge list, values in e, 6 entries: 0.6850, -0.6777, 0.1533, 0.1643, 0.1385, 0.6937